(1)
{"formula": "C2H8N3O", "method": "ωB97M-V/def2-TZVPD", "symbols": ["O", "N", "N", "N", "C", "C", "H", "H", "H", "H", "H", "H", "H", "H"], "xyz": [[-0.824, -0.003, 0.039], [1.465, 0.505, 1.155], [-2.659, 0.491, -1.325], [1.739, -1.175, -0.262], [-1.921, 0.538, -0.228], [2.246, -0.454, 0.690], [2.003, 1.048, 1.782], [2.002, -2.157, -0.440], [0.424, 0.433, 1.264], [3.290, -0.585, 0.870], [-2.274, 1.170, 0.616], [0.888, -0.718, -0.584], [-2.059, 0.514, -2.151], [-3.445, 1.070, -1.423]], "total_charge": 1, "de_lowest_kj_mol": 108.1, "homo_lumo_gap_ev": 11.184}


(2)
{"formula": "C2H8N3O", "method": "ωB97M-V/def2-TZVPD", "symbols": ["O", "N", "N", "N", "C", "C", "H", "H", "H", "H", "H", "H", "H", "H"], "xyz": [[1.249, -0.518, 0.924], [-0.603, -0.763, -0.508], [-1.390, -0.638, 0.622], [0.127, 1.333, 0.068], [0.520, -0.062, -0.090], [1.982, -0.464, -0.294], [2.759, 0.143, -0.085], [0.538, 1.729, 0.894], [0.575, 1.875, -0.723], [-1.012, -1.322, 1.320], [-0.893, 1.389, 0.080], [2.240, -1.359, -0.743], [-0.630, -1.698, -1.044], [-2.355, -0.963, 0.469]], "smiles": "NN[C@]1([NH3+])CO1", "total_charge": 1, "de_lowest_kj_mol": 447.4, "homo_lumo_gap_ev": 10.757}


(3)
{"formula": "C2H8N3O2", "method": "ωB97M-V/def2-TZVPD", "symbols": ["O", "O", "N", "N", "N", "C", "C", "H", "H", "H", "H", "H", "H", "H", "H"], "xyz": [[1.119, -0.552, -0.216], [-1.326, -1.644, -0.291], [-1.049, 0.583, -0.330], [-3.139, -0.182, 0.157], [3.390, -0.433, -0.061], [2.156, 0.022, 0.111], [-1.867, -0.414, -0.235], [-3.850, -0.907, 0.260], [3.509, -1.285, -0.457], [-3.526, 0.632, 0.644], [2.126, 0.932, 0.685], [-1.488, 1.472, -0.106], [4.038, 0.286, -0.208], [-0.511, -1.624, -0.782], [-0.031, 0.259, -0.330]], "total_charge": 1, "de_lowest_kj_mol": 36.2, "homo_lumo_gap_ev": 12.046}


(4)
{"formula": "C2H8N3PS", "method": "ωB97M-V/def2-TZVPD", "symbols": ["S", "P", "N", "N", "N", "C", "C", "H", "H", "H", "H", "H", "H", "H", "H"], "xyz": [[3.195, 0.282, 1.378], [0.102, -1.103, -0.077], [-0.243, -1.623, 1.500], [-0.537, 0.537, -0.230], [-1.321, -1.725, -0.903], [0.310, 1.570, 0.356], [0.264, 1.409, -1.078], [1.270, 1.306, 0.944], [-1.210, -2.413, -1.622], [-1.618, -1.016, -1.550], [0.267, -1.070, 2.207], [-0.180, 2.372, 0.747], [-0.137, 2.193, -1.670], [1.043, 0.760, -1.637], [-1.204, -1.478, 1.635]], "de_lowest_kj_mol": 379.4, "homo_lumo_gap_ev": [5.836, 5.911]}


no.,calculated total energy (hartree)
1,-320.28342
2,-320.15418
3,-395.54353
4,-984.66702